1.
Computed, not measured: 2 unconnected molecules or ions with the total composition C28H28O5 at a distorted geometry, with the ωB97M-V functional and the def2-TZVPD basis.

XYZ file:
```
61
Properties=species:S:1:pos:R:3:forces:R:3:mulliken_charge:R:1
C -6.092965 -0.336357 3.253490 0.5 0.8 0.2 -0.774
O -5.286702 0.859149 3.439005 -0.4 -0.9 -0.1 -0.476
C -4.102152 0.886552 2.764920 0.7 -0.2 -0.8 0.926
C -3.353724 2.094122 2.788840 -0.7 -0.6 0.1 -0.929
C -2.243445 2.228714 1.973849 0.1 -0.3 -0.2 0.099
C -1.817251 1.163541 1.171767 0.2 0.0 0.1 -0.544
C -0.694908 1.325766 0.173186 -1.4 -0.1 -0.6 0.140
C 0.616823 0.889811 0.607056 2.9 -1.1 1.9 1.800
C 0.893475 -0.480082 0.941912 -0.7 1.7 0.1 -0.077
O 0.166714 -1.429904 0.687383 0.2 -0.7 -0.4 -0.664
O 2.077670 -0.709269 1.648009 -0.1 0.2 0.4 -0.433
C 2.245258 0.239185 2.720254 0.2 -0.1 -0.7 1.352
C 1.060991 0.160953 3.680840 -0.1 0.1 0.1 -0.940
C 3.575095 -0.067649 3.420537 -0.3 0.1 -0.3 -1.817
O 2.386354 1.551448 2.137890 0.2 -0.1 0.2 -0.369
C 1.513181 1.916238 1.141419 -0.9 -0.3 -0.4 -0.236
O 1.494241 3.079236 0.769234 0.3 -0.3 0.4 -0.741
C -2.452411 -0.072789 1.280745 -0.2 0.1 -0.1 -0.247
C -3.620801 -0.216898 2.014908 -0.5 0.6 0.6 -0.688
H -6.945582 -0.198821 3.915144 0.0 -0.1 -0.1 0.247
H -6.427425 -0.421807 2.209139 0.1 0.0 0.2 0.334
H -5.535143 -1.240027 3.537629 -0.2 0.3 0.0 0.290
H -3.698971 2.919414 3.410509 0.0 -0.2 -0.1 0.410
H -1.676995 3.162428 1.934212 -0.3 -0.2 0.1 0.457
H -0.950179 0.673260 -0.666203 -0.6 0.6 0.4 -1.794
H -0.609888 2.360435 -0.161420 -0.2 0.0 -0.2 0.877
H 0.114931 0.425328 3.177630 0.4 -0.1 0.3 -0.008
H 0.985761 -0.863571 4.074503 0.0 0.3 -0.2 0.298
H 1.227334 0.843298 4.524667 -0.1 -0.1 -0.2 0.428
H 4.399524 0.058246 2.713823 -0.1 0.0 0.1 0.409
H 3.711162 0.625335 4.256697 0.0 -0.1 -0.2 0.369
H 3.579142 -1.091141 3.806482 -0.1 0.1 -0.1 0.391
H -2.057598 -0.948108 0.768211 0.0 0.4 0.0 0.544
H -4.171968 -1.165418 1.973495 0.4 0.5 0.1 0.286
C 5.120853 0.760896 -4.641619 0.2 0.1 0.0 -1.459
C 3.869128 0.715253 -3.815916 -0.3 0.1 0.0 1.040
C 2.831942 1.614210 -4.110558 0.0 0.0 0.0 -0.817
C 1.604725 1.492130 -3.488885 -0.5 -0.3 0.1 -0.635
C 1.337827 0.404812 -2.606149 0.7 0.4 0.5 1.412
C -0.019727 0.129300 -2.259808 0.3 -0.6 -2.0 -1.548
C -0.623229 -1.170047 -2.114724 -0.5 -0.2 0.4 1.373
C -2.020694 -1.228427 -1.821858 0.2 0.0 -0.2 -0.411
C -2.664706 -2.436235 -1.589500 0.1 0.0 -0.2 -0.536
C -1.947404 -3.643192 -1.677966 0.2 0.6 0.0 -0.394
C -0.585084 -3.608948 -2.004401 0.0 -0.1 -0.1 -0.928
C 0.063971 -2.403302 -2.251509 0.1 0.2 0.4 0.061
C 2.453164 -0.345716 -2.147284 0.1 -0.3 -0.4 -0.003
C 3.692784 -0.201260 -2.764047 -0.3 -0.1 0.1 -1.261
H 5.738268 -0.124469 -4.489985 0.0 0.1 0.1 0.376
H 4.885609 0.821553 -5.711145 -0.1 0.0 0.2 0.378
H 5.720826 1.647285 -4.400515 -0.1 -0.1 0.0 0.315
H 2.995058 2.391221 -4.866399 -0.1 -0.3 0.3 0.378
H 0.787932 2.180852 -3.721819 0.3 -0.2 0.0 0.387
H -0.710522 0.925529 -2.568230 0.2 -0.2 0.5 0.298
H -2.588361 -0.292136 -1.775396 0.2 -0.4 0.1 0.289
H -3.731309 -2.437404 -1.343072 0.4 0.0 -0.1 0.401
H -2.459093 -4.594180 -1.508321 0.3 0.3 0.0 0.395
H -0.023989 -4.545473 -2.073587 -0.2 0.4 0.0 0.400
H 1.110915 -2.391643 -2.558091 -0.4 -0.1 0.1 0.554
H 2.319120 -1.048698 -1.322027 0.1 0.2 -0.2 0.647
H 4.532464 -0.832546 -2.456947 -0.3 0.3 -0.1 0.366
```
Positions in Å, forces in eV/Å.

## Properties
ΔE to the lowest compared entry with this formula, charge and spin   72.5 kJ/mol
Calculated total energy   -1459.8687 hartree


2.
Computed, not measured: a molecular structure, C28H29BGdNO3 at a distorted geometry, with the ωB97M-V functional and the def2-TZVPD basis.

XYZ file:
```
63
Properties=species:S:1:pos:R:3:forces:R:3:mulliken_charge:R:1
C -2.676993 0.209759 1.089993 -0.5 -0.9 -0.5 -0.442
C -2.660297 0.098544 -0.335637 -0.3 -0.7 0.5 -0.719
C -2.056324 -1.151213 -0.688894 -0.9 -0.4 0.8 -0.229
H -3.109604 0.806628 -1.028724 0.3 -0.1 0.2 0.496
C -1.726087 -1.841100 0.529735 -1.6 0.6 0.1 -0.345
C -2.105477 -0.986289 1.629203 -1.0 -0.8 -0.6 -0.984
H -1.333589 -2.849605 0.600942 0.1 0.2 0.0 0.543
C 0.600549 2.467650 0.427409 0.6 0.5 -1.0 -1.045
C -0.396693 2.416106 -0.595365 0.8 0.3 -0.1 -0.689
C 0.101567 1.606763 -1.659885 0.8 0.2 0.0 -0.763
H -1.347211 2.948755 -0.589705 0.3 -0.3 0.1 0.515
C 1.416640 1.138913 -1.321170 -0.1 1.7 0.4 0.625
C 1.727594 1.693587 -0.017125 -0.6 0.5 -0.9 -0.715
H -1.987808 -1.580664 -1.693163 0.2 0.3 0.4 0.483
H -2.011556 -1.221741 2.686311 0.0 0.0 -0.3 0.675
H -3.108431 1.024120 1.670752 0.3 -0.2 -0.2 0.462
H 2.690383 1.617724 0.484226 -0.3 -0.1 0.0 0.522
H -0.367184 1.456306 -2.638496 0.0 -0.1 0.6 0.501
H 0.523522 3.014069 1.366785 0.0 -0.3 -0.2 0.480
Gd -0.234721 0.137699 0.496553 2.5 -1.0 0.3 0.219
C 2.480283 0.648855 -2.314189 0.0 -0.3 0.2 2.190
C 3.554138 1.761837 -2.406486 0.1 -0.1 0.1 -1.762
C 1.897410 0.449870 -3.722394 0.0 0.0 0.1 -2.306
H 3.100387 2.687613 -2.777109 0.0 -0.2 0.1 0.373
H 4.361637 1.484158 -3.099438 -0.2 0.0 0.1 0.494
H 4.005298 1.976464 -1.427955 -0.1 -0.1 -0.3 0.330
H 1.465636 1.396121 -4.083422 0.1 -0.4 0.1 0.535
H 1.118055 -0.324075 -3.723718 0.1 0.1 -0.1 0.358
H 2.700363 0.155803 -4.419742 -0.3 0.0 0.2 0.374
C 3.205298 -0.656764 -1.848048 0.4 -0.3 -0.3 -1.057
C 2.410586 -1.966051 -1.902759 -1.3 -0.2 1.1 0.406
H 3.552148 -0.531615 -0.808981 -0.2 -0.1 -0.2 0.334
H 4.129222 -0.783027 -2.450246 -0.5 0.1 0.2 0.390
O 1.354654 -2.162218 -1.259464 1.0 1.3 -0.3 -0.387
N 2.866734 -3.022865 -2.622524 0.4 -0.2 0.3 -0.190
C 2.176796 -4.304129 -2.385179 -0.7 0.4 -0.2 -0.973
H 3.815574 -3.054989 -2.960813 -0.1 0.2 0.0 0.294
C 0.734153 -4.170952 -2.852992 4.1 0.7 -1.5 0.491
C -0.337729 -4.662093 -2.098809 -4.4 -1.5 1.9 -0.318
H -0.128067 -5.057285 -1.096283 -0.3 0.2 -0.4 0.360
C -1.631222 -4.619942 -2.624130 1.3 -0.5 1.5 -0.472
H -2.461070 -5.010308 -2.040147 0.2 0.1 -0.1 0.367
C -1.872298 -4.057281 -3.882883 -2.9 -1.3 1.4 -0.605
H -2.875090 -4.042517 -4.300949 0.2 -0.1 0.2 0.391
C -0.813834 -3.478711 -4.588969 5.0 1.8 -1.4 -0.613
H -0.988429 -2.962341 -5.528713 0.0 -0.1 0.1 0.405
C 0.487762 -3.537176 -4.076626 -1.9 0.7 -1.8 -0.157
H 1.335079 -3.083496 -4.605610 -0.5 -0.2 0.1 0.399
H 2.196786 -4.532804 -1.305746 0.0 0.0 -0.4 0.309
H 2.728242 -5.088931 -2.925719 -0.1 0.2 0.1 0.433
O -0.010053 1.407774 3.674139 0.5 -0.4 -0.8 -0.165
B 0.408854 0.183984 3.060927 0.1 0.3 0.2 0.351
O 0.834402 -0.696430 4.091582 0.2 0.2 -1.0 -0.436
C 0.603533 -0.064079 5.271508 -0.9 0.9 -0.2 0.788
C 0.570499 -0.610057 6.524065 0.0 -0.3 0.7 -0.854
C -0.119357 0.107196 7.516305 0.3 0.1 0.0 -0.430
C -0.646307 1.372814 7.254782 0.2 0.3 0.1 -0.446
C -0.495701 1.973408 5.995788 -0.2 0.1 0.3 -0.870
C 0.086689 1.214293 5.012165 -0.3 -0.9 0.6 0.531
H 1.019167 -1.585924 6.712050 -0.3 0.2 0.0 0.421
H -0.225450 -0.332932 8.509395 0.0 0.2 -0.3 0.346
H -1.173559 1.921331 8.039082 0.2 -0.2 -0.2 0.347
H -0.878617 2.965155 5.756809 -0.1 -0.3 0.2 0.434
```
Positions in Å, forces in eV/Å.

## Properties
ΔE to the lowest compared entry with this formula, charge and spin   712.6 kJ/mol
2S+1   8
Calculated total energy   -2155.1380 hartree


3.
Computed, not measured: a molecular structure, C28H29BrGeN3O4Pt at a distorted geometry, with the ωB97M-V functional and the def2-TZVPD basis.

XYZ file:
```
67
Properties=species:S:1:pos:R:3:forces:R:3:mulliken_charge:R:1
Pt -1.298982 0.442725 -0.849559 0.8 0.4 -0.2 0.891
C -2.486439 -1.256603 -7.331510 0.0 0.0 0.0 -0.801
O -2.927751 -2.375790 -6.595425 0.0 0.0 0.1 -0.458
C -2.952274 -2.254524 -5.233224 0.0 0.0 0.0 1.073
C -3.418548 -3.377347 -4.536130 0.0 0.0 0.0 -1.111
C -3.488481 -3.296396 -3.169186 -0.1 0.0 0.0 -0.781
C -3.131589 -2.156460 -2.427362 0.1 -0.1 0.0 0.257
C -3.377710 -2.186772 -0.973847 0.1 0.2 0.0 0.992
C -3.560241 -3.538342 -0.295853 0.0 0.0 0.0 -1.730
O -3.459178 -1.187034 -0.282619 -0.3 -0.1 0.0 -0.601
C -2.587707 -1.041547 -3.136058 0.1 0.0 -0.1 0.355
O -2.109460 0.063075 -2.656629 -0.1 0.0 0.1 -0.942
C -2.542520 -1.132508 -4.556194 0.0 0.0 0.0 -0.211
H -2.564951 -1.532171 -8.380882 0.0 0.0 0.0 0.230
H -1.447168 -1.009461 -7.097725 0.0 0.0 0.0 0.317
H -3.111466 -0.380885 -7.136269 0.0 0.0 0.0 0.330
H -3.718464 -4.261984 -5.079087 0.0 0.0 0.0 0.403
H -3.877898 -4.153785 -2.636399 0.0 0.0 0.0 0.312
H -4.581240 -3.897510 -0.441237 0.0 0.0 0.0 0.420
H -3.396245 -3.392907 0.769468 0.0 0.0 0.0 0.374
H -2.876915 -4.295899 -0.677482 0.0 0.0 0.0 0.428
H -2.147756 -0.264123 -5.061926 0.0 0.0 0.0 0.411
Br 5.257221 -0.571014 4.169199 0.0 0.0 0.0 -0.224
C 4.161039 0.978157 4.231677 0.0 0.0 0.0 -0.003
C 3.795558 1.512897 5.455743 0.0 -0.1 0.0 -0.495
C 2.978460 2.627668 5.486576 -0.1 0.0 0.0 0.112
C 2.483957 3.203048 4.311965 -0.2 -0.5 0.1 -0.536
C 2.910881 2.672477 3.089017 0.1 0.2 0.0 -0.038
C 3.743929 1.569331 3.049926 0.1 0.0 0.0 -0.280
N 1.666435 4.332277 4.490837 0.7 0.8 -0.4 -0.754
N 0.926512 4.832508 3.589760 -0.5 -0.4 0.7 -0.451
C 0.317892 4.146216 2.561717 0.1 0.1 -0.5 0.258
C -0.123388 4.988193 1.523360 0.1 0.0 0.1 -0.203
C -0.717562 4.552463 0.365985 0.0 -0.1 0.0 -1.001
C -0.951459 3.169992 0.156599 0.0 0.0 0.0 1.013
O -1.566031 2.696904 -0.835213 -0.2 -0.2 0.2 -0.779
C -0.483480 2.274605 1.223169 0.0 0.1 -0.2 -0.022
N -0.666014 0.948868 0.972713 -0.1 0.0 0.1 -0.327
C -0.525729 0.073828 1.953044 0.1 0.0 0.0 -0.209
C -0.167963 0.480548 3.240696 0.0 0.0 0.0 -1.051
C 0.134702 1.793626 3.483265 -0.2 -0.1 0.0 -0.423
C 0.029044 2.745703 2.443665 0.0 -0.1 0.1 0.131
H 4.149393 1.064403 6.374094 0.0 0.0 0.0 0.408
H 2.691292 3.074814 6.429734 0.0 0.0 0.0 0.429
H 2.602097 3.132526 2.159932 0.0 -0.1 0.0 0.497
H 4.052852 1.160482 2.098848 0.0 0.0 0.0 0.463
H 0.056700 6.045704 1.677092 0.0 0.0 0.0 0.425
H -1.040037 5.242128 -0.401655 0.0 0.0 0.0 0.394
H -0.707544 -0.959626 1.697745 0.0 0.0 0.0 0.858
H -0.109736 -0.255956 4.030538 0.0 0.0 0.0 0.444
H 0.409941 2.104489 4.479111 0.0 0.0 0.0 0.692
C 1.802200 -2.184875 1.417002 0.0 0.0 0.0 -1.239
Ge 1.616955 -1.324358 -0.347653 0.0 0.0 -0.1 0.806
C 2.496223 0.425829 -0.289607 0.0 0.0 0.0 -0.702
C 2.674077 -2.453565 -1.568809 0.0 0.0 0.0 -1.407
C -0.196642 -1.267653 -1.061485 -0.4 0.0 0.3 -1.438
H 2.809275 -2.592378 1.516390 0.0 0.0 0.0 0.419
H 1.091603 -3.007317 1.518126 0.0 0.0 0.0 0.355
H 1.644061 -1.486620 2.238211 0.0 0.0 0.0 0.269
H 3.564487 0.306073 -0.100387 0.0 0.0 0.0 0.448
H 2.070964 1.057265 0.491258 0.0 0.0 0.0 -0.324
H 2.363926 0.936457 -1.243822 0.0 0.0 0.0 0.435
H 3.687225 -2.600927 -1.190822 0.0 0.0 0.0 0.377
H 2.736305 -1.991701 -2.555051 0.0 0.0 0.0 0.386
H 2.202219 -3.430538 -1.683800 0.0 0.0 0.0 0.363
H -0.733884 -2.160595 -0.718287 0.0 -0.1 0.0 0.354
H -0.074975 -1.376108 -2.145270 0.0 -0.1 0.0 0.412
```
Positions in Å, forces in eV/Å.

## Properties
ΔE to the lowest compared entry with this formula, charge and spin   32.6 kJ/mol
Charge   -1
Calculated total energy   -6319.8719 hartree